A cluster of 11 separate species, C16H54N4O11 in total at a distorted geometry. Source: OMol25; level of theory: ωB97M-V/def2-TZVPD.

Each line ends with the Mulliken charge.
Geometry (Å):
N (-1.84, -3.30, 4.76)  -0.423
C (-1.41, -2.93, 3.59)  0.576
N (-1.71, -1.71, 3.19)  0.108
O (-0.63, -3.76, 2.81)  -0.805
H (-1.23, -4.06, 5.06)  0.293
H (-2.26, -2.64, 5.46)  0.220
H (-1.40, -1.31, 2.36)  0.064
H (-2.16, -1.07, 3.86)  0.234
N (1.32, -0.29, 0.18)  0.808
C (0.07, -0.08, -0.07)  -0.404
N (-0.10, 0.72, -1.05)  1.746
O (-0.92, -0.77, 0.72)  -0.878
H (1.53, -1.05, 0.86)  0.011
H (1.97, 0.17, -0.45)  -0.010
H (-1.06, 0.94, -1.40)  -0.645
H (0.66, 1.07, -1.61)  -0.205
C (-0.03, 3.74, -4.96)  -1.348
C (0.01, 2.96, -3.62)  -0.122
O (0.52, 1.63, -3.80)  -0.413
H (-0.68, 4.65, -4.97)  0.347
H (-0.22, 3.12, -5.89)  0.321
H (0.96, 4.18, -5.18)  0.364
H (-1.06, 2.82, -3.48)  -0.011
H (0.21, 3.51, -2.78)  0.594
H (0.21, 1.31, -4.66)  0.267
C (-0.46, 4.84, 1.57)  -1.574
C (-0.39, 3.32, 1.29)  0.386
O (0.20, 3.08, 0.06)  -0.544
H (-1.14, 5.33, 0.85)  0.327
H (0.53, 5.27, 1.48)  0.331
H (-0.82, 5.13, 2.55)  0.411
H (-1.35, 2.76, 1.36)  0.098
H (0.21, 2.77, 2.00)  0.089
H (0.17, 2.14, -0.18)  0.385
C (1.50, -0.54, 4.73)  -1.645
C (0.84, 0.24, 3.71)  0.828
O (1.82, 1.00, 3.03)  -0.664
H (0.73, -1.23, 5.08)  0.283
H (1.67, 0.16, 5.56)  0.445
H (2.49, -0.97, 4.53)  0.336
H (0.06, 0.83, 4.20)  0.358
H (0.30, -0.44, 3.05)  -0.428
H (1.86, 0.68, 2.13)  0.450
C (2.56, -3.75, 3.40)  -0.795
C (2.44, -3.47, 1.94)  -0.339
O (1.39, -2.48, 1.82)  -0.342
H (1.93, -4.53, 3.92)  0.206
H (2.36, -2.82, 3.91)  -0.109
H (3.56, -3.95, 3.75)  0.376
H (2.15, -4.34, 1.27)  0.283
H (3.31, -2.95, 1.62)  0.363
H (0.59, -2.92, 2.14)  0.103
C (3.20, 2.64, -1.10)  -0.756
C (3.59, 1.49, -2.09)  -0.385
O (2.50, 0.61, -2.11)  -0.650
H (2.28, 3.19, -1.37)  0.043
H (3.92, 3.40, -1.12)  0.565
H (3.16, 2.27, -0.06)  0.126
H (4.58, 1.03, -1.86)  0.286
H (3.61, 1.85, -3.12)  0.355
H (2.38, 0.24, -2.97)  0.270
C (0.43, -3.21, -1.49)  -0.213
O (-0.06, -4.08, -2.57)  -0.555
H (0.34, -3.67, -0.51)  0.241
H (-0.18, -2.30, -1.48)  -0.079
H (1.45, -2.97, -1.68)  0.256
H (-0.95, -4.32, -2.31)  0.311
C (-3.03, 1.62, -0.58)  -0.650
O (-2.56, 1.51, -1.89)  -0.393
H (-3.06, 2.63, -0.15)  0.394
H (-2.56, 0.91, 0.18)  -0.042
H (-4.07, 1.27, -0.57)  0.406
H (-2.78, 2.33, -2.26)  0.156
C (-1.24, -0.90, -3.59)  0.316
O (-1.58, -1.79, -4.64)  -0.622
H (-1.95, -0.06, -3.71)  0.214
H (-0.15, -0.69, -3.44)  0.105
H (-1.74, -1.26, -2.70)  -0.440
H (-0.82, -2.10, -5.12)  0.322
C (-4.05, -1.42, -0.94)  -0.362
O (-4.38, -2.66, -0.42)  -0.588
H (-4.85, -0.74, -0.91)  0.394
H (-3.60, -1.49, -1.91)  0.248
H (-3.22, -1.02, -0.36)  0.092
H (-3.87, -3.36, -0.88)  0.331

Summary:
Net charge: 0
Relative energy (zero: lowest compared OMol25 entry of this formula, charge and spin), eV: 0.8424
Orbital gap, Eh: 0.3450
Strongest force on any atom, eV/A: 8.315
E_HOMO, eV: -9.13

=====

A cluster of 11 separate species, C16H54N8O11 in total at a distorted geometry. Source: OMol25; level of theory: ωB97M-V/def2-TZVPD.

Each line ends with the Mulliken charge.
Geometry (Å):
N (1.16, -2.18, -3.62)  -0.356
C (0.38, -1.56, -2.76)  0.362
N (0.53, -0.27, -2.74)  -0.273
O (-0.49, -2.36, -2.03)  -0.665
H (0.93, -3.18, -3.53)  0.407
H (2.15, -1.82, -3.90)  0.266
H (0.12, 0.09, -1.93)  0.066
H (1.20, 0.32, -3.23)  0.369
N (-0.43, 3.72, -3.22)  -0.220
C (-0.74, 3.99, -2.01)  0.553
N (-1.77, 3.27, -1.61)  -0.406
O (-0.05, 4.85, -1.14)  -0.718
H (-0.68, 2.77, -3.52)  0.246
H (0.41, 4.13, -3.55)  0.297
H (-2.23, 3.55, -0.73)  0.186
H (-2.28, 2.65, -2.25)  0.073
N (-0.74, 0.90, -0.61)  1.925
C (0.22, 0.91, 0.27)  0.818
N (0.47, -0.27, 0.66)  1.733
O (0.88, 2.05, 0.64)  -1.000
H (-1.01, 1.90, -0.93)  -0.656
H (-1.52, 0.24, -0.52)  -0.779
H (1.27, -0.54, 1.33)  -0.922
H (-0.04, -0.98, 0.29)  -0.556
N (-1.05, 1.21, -4.36)  -0.457
C (-2.31, 1.50, -4.25)  0.531
N (-2.82, 1.10, -3.14)  -0.149
O (-2.98, 2.25, -5.18)  -0.741
H (-0.57, 1.29, -5.25)  0.228
H (-0.58, 0.41, -3.92)  0.339
H (-3.77, 1.32, -2.86)  0.139
H (-2.25, 0.47, -2.67)  -0.096
C (2.68, -2.57, -0.44)  -0.077
C (2.71, -3.80, -1.30)  -0.517
O (4.02, -3.76, -1.86)  -0.545
H (3.53, -2.56, 0.29)  0.387
H (1.76, -2.52, 0.13)  -0.436
H (2.75, -1.62, -0.99)  0.147
H (1.90, -3.85, -2.02)  0.226
H (2.66, -4.66, -0.67)  0.419
H (4.02, -4.46, -2.48)  0.298
C (-4.06, 0.51, 0.04)  -0.610
C (-3.59, -0.93, 0.42)  -0.523
O (-2.39, -1.25, -0.24)  -0.437
H (-3.28, 1.22, 0.32)  0.071
H (-5.05, 0.76, 0.62)  0.373
H (-4.20, 0.70, -1.02)  0.046
H (-4.27, -1.68, 0.04)  0.449
H (-3.59, -1.20, 1.48)  0.334
H (-2.51, -1.99, -0.83)  0.159
C (3.80, -0.04, 1.99)  -0.893
C (3.30, -1.18, 2.81)  -0.451
O (2.05, -1.43, 2.31)  -0.277
H (4.77, 0.35, 2.28)  0.530
H (2.97, 0.78, 1.95)  -0.034
H (3.97, -0.28, 0.97)  0.184
H (3.19, -0.87, 3.86)  0.381
H (3.96, -2.07, 2.67)  0.400
H (1.89, -2.25, 2.75)  0.125
C (-0.49, -3.62, 1.72)  -0.386
C (-1.49, -4.31, 0.88)  -0.185
O (-0.98, -5.61, 0.64)  -0.603
H (-0.46, -4.00, 2.77)  0.508
H (-0.80, -2.60, 1.90)  -0.148
H (0.54, -3.78, 1.36)  0.225
H (-1.79, -3.98, -0.11)  0.045
H (-2.44, -4.37, 1.40)  0.327
H (-0.78, -5.91, 1.48)  0.317
C (-0.68, 0.77, 5.35)  -1.424
C (-0.05, 0.04, 4.16)  0.279
O (-0.93, 0.11, 3.09)  -0.516
H (-1.47, 0.14, 5.82)  0.307
H (-1.25, 1.71, 5.17)  0.287
H (0.06, 1.03, 6.11)  0.390
H (0.12, -1.01, 4.45)  0.175
H (0.90, 0.47, 3.93)  0.119
H (-0.49, -0.03, 2.30)  0.046
C (-1.71, 3.48, 1.64)  -0.369
O (-2.90, 3.79, 0.88)  -0.651
H (-1.54, 4.09, 2.62)  0.347
H (-0.85, 3.83, 1.12)  0.131
H (-1.59, 2.44, 1.83)  0.169
H (-3.68, 3.73, 1.44)  0.309
C (3.64, 4.00, -0.61)  -0.668
O (3.50, 2.59, -0.33)  -0.490
H (3.98, 4.40, -1.57)  0.342
H (3.96, 4.61, 0.24)  0.316
H (2.63, 4.40, -0.66)  0.101
H (2.64, 2.47, 0.11)  0.423

Summary:
Net charge: 0
Relative energy (zero: lowest compared OMol25 entry of this formula, charge and spin), eV: 7.7371
Orbital gap, Eh: 0.3194
Strongest force on any atom, eV/A: 10.655
E_HOMO, eV: -8.66

=====

- Look up the relative energy (zero: lowest compared OMol25 entry of this formula, charge and spin) of the second one.
  7.7371 eV